1.
{
  "formula": "C29H40ClN3O5P",
  "method": "ωB97M-V/def2-TZVPD",
  "symbols": ["C", "C", "C", "C", "C", "C", "P", "C", "O", "C", "C", "C", "C", "C", "C", "C", "O", "C", "O", "C", "C", "N", "C", "C", "C", "Cl", "C", "C", "C", "N", "H", "H", "H", "H", "H", "H", "H", "H", "H", "H", "H", "H", "H", "H", "H", "H", "H", "H", "H", "H", "H", "H", "H", "H", "H", "H", "H", "H", "H", "H", "H", "H", "H", "H", "H", "C", "C", "C", "C", "C", "C", "N", "O", "O", "H", "H", "H", "H", "H"],
  "positions_angstrom": [[1.452, 4.063, 1.258], [0.570, 3.755, 0.296], [0.963, 2.790, -0.798], [0.264, 1.465, -0.617], [0.589, 0.719, 0.506], [0.026, -0.552, 0.706], [0.506, -1.547, 2.214], [2.320, -1.440, 2.434], [-0.154, -0.770, 3.530], [-0.875, -1.032, -0.249], [-1.456, -2.424, -0.090], [-0.735, -3.436, -1.007], [0.795, -3.372, -0.968], [1.399, -2.488, -2.082], [2.536, -1.573, -1.623], [3.936, -2.169, -1.784], [4.677, -1.503, -2.815], [5.405, -0.450, -2.373], [5.111, 0.657, -2.709], [6.590, -0.727, -1.528], [7.812, -0.378, -1.916], [-1.223, -0.262, -1.319], [-2.211, -0.758, -2.296], [-3.641, -0.298, -1.885], [-4.639, -1.423, -2.070], [-4.993, -1.729, -3.786], [-0.680, 0.959, -1.512], [-1.081, 1.799, -2.704], [-0.060, 1.622, -3.806], [0.518, 0.506, -3.919], [2.492, 4.152, 0.962], [1.194, 4.187, 2.301], [-0.414, 4.204, 0.229], [2.036, 2.606, -0.730], [0.805, 3.239, -1.777], [1.294, 1.140, 1.212], [2.806, -0.529, 2.079], [2.485, -1.495, 3.510], [2.787, -2.325, 2.012], [-0.070, 0.183, 3.398], [-2.501, -2.343, -0.388], [-1.451, -2.720, 0.949], [-1.074, -3.377, -2.039], [-1.027, -4.430, -0.666], [1.184, -3.062, 0.000], [1.158, -4.389, -1.120], [1.686, -3.060, -2.961], [0.608, -1.818, -2.425], [2.410, -1.316, -0.570], [2.483, -0.624, -2.156], [3.917, -3.236, -1.991], [4.470, -2.061, -0.837], [6.482, -1.246, -0.582], [7.970, 0.457, -2.587], [8.691, -0.922, -1.601], [-2.235, -1.835, -2.326], [-1.957, -0.428, -3.293], [-3.603, -0.098, -0.813], [-3.951, 0.589, -2.428], [-4.300, -2.352, -1.620], [-5.570, -1.163, -1.573], [-1.114, 2.830, -2.368], [-2.084, 1.555, -3.039], [0.119, 2.482, -4.451], [1.166, 0.543, -4.706], [-4.840, 1.616, 6.079], [-4.163, 0.540, 5.520], [-3.270, 0.746, 4.481], [-3.069, 2.037, 4.023], [-3.739, 3.121, 4.564], [-4.631, 2.903, 5.599], [-2.109, 2.261, 2.941], [-1.548, 1.278, 2.466], [-1.912, 3.396, 2.570], [-5.532, 1.452, 6.894], [-4.328, -0.460, 5.896], [-2.739, -0.089, 4.045], [-3.571, 4.120, 4.190], [-5.161, 3.738, 6.036]],
  "total_energy_ev": -67229.9113,
  "lumo_energy_ev": -3.32,
  "homo_energy_ev": -11.145,
  "orbital_gap_ev": 7.827,
  "de_lowest_kj_mol": 57.8,
  "fmax_ev_per_a": 2.305,
  "charge": 1
}

---

2.
{
  "formula": "C7H14",
  "method": "ωB97M-V/def2-TZVPD",
  "symbols": ["C", "C", "C", "C", "C", "C", "C", "H", "H", "H", "H", "H", "H", "H", "H", "H", "H", "H", "H", "H", "H"],
  "positions_angstrom": [[2.072, -1.691, -0.353], [2.006, -0.366, -0.451], [2.121, 0.397, -1.738], [-0.618, 1.952, 0.348], [-1.546, 1.031, 0.522], [-2.559, 0.427, 1.393], [-2.316, -0.090, -0.026], [-0.116, -1.770, 1.350], [2.193, -2.320, -1.233], [2.017, -2.198, 0.607], [1.877, 0.228, 0.454], [3.044, 0.990, -1.756], [2.133, -0.276, -2.601], [1.290, 1.099, -1.865], [-0.360, 2.657, 1.134], [-0.085, 2.042, -0.596], [-0.554, -1.961, 1.922], [-2.232, -0.195, 2.224], [-3.475, 0.983, 1.582], [-3.073, 0.114, -0.781], [-1.820, -1.052, -0.134]],
  "total_energy_ev": -7482.4273,
  "lumo_energy_ev": 1.23,
  "smiles": "C=C1CC1.[H][H].C=CC",
  "homo_energy_ev": -9.542,
  "orbital_gap_ev": 10.770,
  "de_lowest_kj_mol": 373.1,
  "fmax_ev_per_a": 0.249
}

---

3.
{
  "formula": "C7H5NO4",
  "method": "ωB97M-V/def2-TZVPD",
  "symbols": ["C", "C", "C", "C", "C", "C", "C", "N", "O", "O", "O", "O", "H", "H", "H", "H", "H"],
  "positions_angstrom": [[0.636, 0.519, 0.348], [0.050, -0.798, 0.507], [0.544, 1.441, -0.622], [-1.220, -1.153, 0.803], [-0.276, 2.328, -2.716], [-0.133, 1.328, -1.890], [-2.310, -0.252, 1.071], [-3.533, -0.974, 1.678], [-4.372, -0.260, 2.157], [-0.412, 3.198, -3.464], [-3.563, -2.182, 1.617], [-2.419, 0.930, 0.927], [1.338, 0.723, 1.151], [0.784, -1.601, 0.523], [1.090, 2.363, -0.482], [-1.449, -2.197, 0.965], [-0.603, 0.389, -2.146]],
  "total_energy_ev": -17014.8034,
  "lumo_energy_ev": -1.23,
  "homo_energy_ev": -8.807,
  "orbital_gap_ev": 7.575,
  "de_lowest_kj_mol": 556.9,
  "fmax_ev_per_a": 1.738
}

---

4.
{
  "formula": "C19H55N14O28P2",
  "method": "ωB97M-V/def2-TZVPD",
  "symbols": ["C", "C", "C", "C", "P", "O", "N", "O", "P", "C", "C", "H", "H", "H", "H", "H", "H", "H", "H", "H", "H", "H", "H", "H", "H", "H", "H", "C", "N", "O", "O", "H", "H", "H", "C", "N", "O", "O", "H", "H", "H", "C", "N", "O", "O", "H", "H", "H", "C", "N", "O", "O", "H", "H", "H", "C", "N", "O", "O", "H", "H", "H", "C", "N", "O", "O", "H", "H", "H", "C", "N", "O", "O", "H", "H", "H", "C", "N", "O", "O", "H", "H", "H", "C", "N", "O", "O", "H", "H", "H", "C", "N", "O", "O", "H", "H", "H", "C", "N", "O", "O", "H", "H", "H", "C", "N", "O", "O", "H", "H", "H", "C", "N", "O", "O", "H", "H", "H"],
  "positions_angstrom": [[1.420, -0.903, -1.426], [1.104, -0.137, -2.726], [0.590, 1.278, -2.443], [0.201, -0.938, -3.682], [-1.498, -1.216, -3.183], [-1.430, -2.179, -1.894], [-2.520, -3.286, -1.801], [-2.966, -3.347, -0.762], [-2.679, 0.588, -2.966], [-4.323, 0.076, -3.594], [-2.843, 0.673, -1.145], [2.485, -0.840, -1.204], [0.906, -0.456, -0.573], [1.168, -1.961, -1.483], [2.047, -0.007, -3.257], [1.418, 1.941, -2.202], [-0.092, 1.285, -1.589], [0.040, 1.692, -3.290], [0.612, -1.939, -3.847], [0.118, -0.449, -4.659], [-2.102, -1.999, -4.179], [-4.667, -0.915, -3.299], [-5.013, 0.809, -3.172], [-4.335, 0.165, -4.678], [-2.332, 1.570, -0.810], [-2.378, -0.178, -0.647], [-3.895, 0.682, -0.878], [-0.568, -3.718, 1.623], [-0.087, -2.764, 2.659], [-0.543, -1.630, 2.610], [0.697, -3.157, 3.486], [-1.281, -3.178, 1.015], [0.289, -4.047, 1.040], [-1.029, -4.562, 2.127], [-0.799, 4.330, 1.805], [-0.811, 3.331, 0.707], [-0.619, 3.705, -0.432], [-1.007, 2.170, 1.013], [-0.618, 5.307, 1.373], [-1.765, 4.274, 2.298], [-0.002, 4.042, 2.486], [1.520, 0.381, 3.032], [2.598, 1.357, 2.736], [3.731, 1.094, 3.071], [2.268, 2.381, 2.166], [1.957, -0.470, 3.541], [0.790, 0.889, 3.654], [1.069, 0.105, 2.085], [-3.595, -7.012, 0.319], [-2.130, -7.032, 0.050], [-1.387, -6.519, 0.860], [-1.765, -7.550, -0.986], [-3.756, -6.501, 1.261], [-4.066, -6.493, -0.510], [-3.929, -8.045, 0.345], [4.521, 4.848, 1.689], [3.693, 5.932, 2.287], [2.508, 5.957, 2.008], [4.245, 6.695, 3.049], [3.847, 4.242, 1.096], [5.312, 5.297, 1.096], [4.937, 4.280, 2.516], [5.250, -0.784, -4.433], [4.979, 0.076, -3.247], [4.190, 0.999, -3.374], [5.562, -0.193, -2.225], [4.662, -0.415, -5.264], [6.316, -0.722, -4.634], [4.985, -1.801, -4.158], [-3.811, -2.074, 2.690], [-4.943, -1.645, 1.833], [-5.646, -2.503, 1.335], [-5.080, -0.453, 1.649], [-3.816, -3.156, 2.738], [-2.904, -1.696, 2.224], [-3.917, -1.620, 3.672], [3.349, 4.341, -3.006], [3.155, 5.259, -4.161], [2.102, 5.857, -4.243], [4.065, 5.339, -4.958], [2.455, 4.379, -2.393], [3.520, 3.347, -3.409], [4.225, 4.679, -2.462], [2.259, 7.701, -6.761], [1.761, 8.709, -7.739], [0.903, 8.362, -8.525], [2.249, 9.817, -7.680], [1.732, 6.772, -6.931], [3.327, 7.594, -6.920], [2.067, 8.089, -5.767], [-1.817, -0.812, 7.030], [-3.003, -0.481, 6.192], [-3.710, -1.398, 5.807], [-3.188, 0.684, 5.933], [-1.789, -1.885, 7.170], [-0.942, -0.448, 6.500], [-1.933, -0.281, 7.970], [-0.016, -6.816, -3.412], [0.765, -5.818, -4.194], [0.547, -5.722, -5.382], [1.554, -5.133, -3.572], [-0.693, -7.328, -4.085], [0.686, -7.500, -2.947], [-0.545, -6.264, -2.644], [2.235, 4.891, 5.448], [1.612, 3.630, 5.943], [1.337, 2.774, 5.120], [1.417, 3.535, 7.131], [2.338, 4.806, 4.373], [1.581, 5.713, 5.721], [3.198, 4.996, 5.938], [-4.218, -6.276, 5.018], [-3.053, -6.083, 4.109], [-3.115, -5.185, 3.281], [-2.112, -6.823, 4.246], [-4.970, -5.537, 4.771], [-4.575, -7.290, 4.868], [-3.851, -6.157, 6.033]],
  "total_energy_ev": -117319.6232,
  "lumo_energy_ev": -4.73,
  "homo_energy_ev": -11.874,
  "orbital_gap_ev": 7.146,
  "fmax_ev_per_a": 0.951,
  "charge": 1
}

---

- Which formula does entry 1 have?
  C29H40ClN3O5P